# 1
The following is a DFT calculation (the ωB97M-V functional and the def2-TZVPD basis) of a structure of composition C23H28IrP at a distorted geometry.

The geometry in XYZ format:
```
53
Properties=species:S:1:pos:R:3:forces:R:3
Ir 0.551162 -0.502406 -0.651023 -0.4 0.6 -4.7
C -1.000238 -1.041906 -2.835323 0.2 -0.3 0.8
C 0.225262 -1.771106 -2.897623 -0.1 0.1 0.9
C 1.304862 -0.837106 -2.749723 -0.1 1.3 0.2
C 0.732262 0.495594 -2.628423 0.8 -1.0 -0.1
C -0.696738 0.350494 -2.653023 0.4 -0.2 1.0
C -1.711038 1.427394 -2.693823 0.1 0.1 0.2
C 1.509562 1.748594 -2.816223 0.0 0.0 0.1
C 2.723462 -1.135906 -3.059723 0.1 -0.1 0.2
C 0.397062 -3.203406 -3.214223 -0.1 -0.1 0.2
C -2.351638 -1.568306 -3.099923 -0.1 -0.1 0.2
H -2.357538 1.270294 -3.557823 0.0 0.0 -0.1
H -1.255938 2.410194 -2.767623 0.0 0.0 0.0
H -2.357838 1.409794 -1.815223 0.0 -0.1 0.1
H 2.000962 1.717894 -3.790423 0.0 0.0 0.0
H 2.300362 1.851594 -2.072823 0.0 0.0 0.1
H 0.872562 2.627394 -2.784023 0.0 0.1 0.1
H 2.855962 -1.151506 -4.146023 0.0 0.0 0.0
H 3.011062 -2.120106 -2.694723 0.1 0.0 0.1
H 3.397162 -0.382206 -2.658823 0.0 0.0 0.0
H 0.961262 -3.311106 -4.142323 0.0 0.1 -0.1
H -0.553538 -3.714206 -3.327823 0.0 -0.1 0.0
H 0.975262 -3.707106 -2.440323 0.1 0.0 0.0
H -3.045938 -1.314106 -2.299223 0.0 0.0 0.0
H -2.347638 -2.644006 -3.244623 -0.1 0.0 0.0
H -2.745538 -1.103906 -4.007223 0.0 0.0 -0.1
C -1.270938 -1.767406 2.023077 0.0 0.1 -0.1
P 0.003562 -0.528606 1.609177 -1.4 -0.5 1.8
C -0.837038 1.083694 1.535177 0.3 0.0 -0.4
C -2.042738 1.379594 2.164077 0.1 -0.2 -0.1
C -2.606238 2.633694 2.005777 -0.1 0.1 -0.1
C -1.991938 3.587794 1.205177 0.1 -0.1 0.0
C -0.791138 3.300494 0.569777 0.0 0.1 -0.1
C -0.209538 2.058494 0.742477 -0.1 -0.4 0.2
C 1.003362 -0.477406 3.128377 0.3 0.0 -0.5
C 1.622762 -1.643506 3.582877 -0.2 0.1 -0.2
C 2.219762 -1.660006 4.828177 0.2 0.1 0.0
C 2.238362 -0.508906 5.605777 0.0 0.1 -0.1
C 1.626862 0.652094 5.147477 0.2 -0.1 0.2
C 1.030662 0.681894 3.901477 -0.2 -0.2 -0.1
H -1.704938 -1.550306 2.998677 0.0 0.0 0.0
H -0.825438 -2.760806 2.062377 0.1 0.0 0.0
H -2.048538 -1.762706 1.260177 0.0 0.0 0.0
H -2.536638 0.646494 2.784077 0.0 -0.1 0.0
H -3.533338 2.868094 2.506477 -0.1 0.0 0.0
H -2.438538 4.561794 1.087777 -0.1 0.1 0.0
H -0.303038 4.044894 -0.039723 0.0 0.1 0.0
H 0.771962 1.843694 0.307477 0.1 0.1 0.0
H 1.629662 -2.531306 2.966777 0.0 -0.2 0.0
H 2.679562 -2.565706 5.191477 0.1 -0.1 0.0
H 2.755862 -0.508206 6.554677 -0.1 0.0 0.1
H 1.603762 1.533694 5.767977 0.1 0.1 0.0
H 0.559262 1.587594 3.550977 0.0 0.1 0.0
```
Positions in Å, forces in eV/Å.

Kohn-Sham gap (spin up / spin down) = 5.746 / 5.487 eV
multiplicity = 1
total charge = +2
energy above the lowest of the compared OMol25 structures with the same formula, charge and spin = 36.6 kcal per mole
HOMO level (spin up / spin down) = -0.535 / -0.535 Ha
lowest unoccupied orbital energy (spin up / spin down) = -8.81 / -9.08 eV



# 2
The following is a DFT calculation (the ωB97M-V functional and the def2-TZVPD basis) of the molecule C6H12N2 at a distorted geometry.

The geometry in XYZ format:
```
20
Properties=species:S:1:pos:R:3:forces:R:3
C -1.586760 -0.438389 -1.293719 -0.2 0.0 0.3
C 1.512945 -0.140813 -1.576525 -0.4 -0.2 -0.1
C 0.673565 0.415569 0.793541 -1.2 0.2 0.5
C -0.630179 0.137576 1.035903 1.1 0.6 0.3
N -1.545442 0.617595 1.979642 -0.1 0.2 0.0
N 1.542742 1.420228 1.226277 0.1 0.0 0.1
C 0.913852 -0.586388 -0.262325 -2.2 -1.1 0.2
C -0.844577 -0.850570 -0.038427 2.3 0.2 -1.1
H -1.152595 0.780028 2.897899 -0.1 -0.1 -0.1
H -2.397244 0.077432 2.035244 0.1 0.0 0.0
H 1.192054 1.948986 2.013229 0.1 0.0 -0.1
H 2.491071 1.107184 1.382622 0.0 0.0 0.1
H 1.328916 -1.535633 0.076606 0.3 0.0 0.1
H -1.159449 -1.846415 0.297691 0.2 -0.1 -0.1
H -1.395119 -1.135494 -2.110705 0.0 0.0 0.0
H -2.664139 -0.432394 -1.112220 -0.1 0.1 -0.1
H 2.603454 -0.125122 -1.523251 0.0 0.0 0.0
H 1.231454 -0.828805 -2.375500 0.1 0.0 -0.1
H 1.167938 0.856949 -1.839925 0.0 0.1 -0.1
H -1.282487 0.558475 -1.606057 0.0 0.1 0.0
```
Positions in Å, forces in eV/Å.

Kohn-Sham gap = 7.961 eV
multiplicity = 1
SMILES = C[C@@H]1C(N)=C(N)[C@@H]1C
energy above the lowest of the compared OMol25 structures with the same formula, charge and spin = 32.5 kcal per mole
HOMO level = -0.255 Ha
lowest unoccupied orbital energy = 1.02 eV



# 3
The following is a DFT calculation (the ωB97M-V functional and the def2-TZVPD basis) of a cluster of 2 separate species, C4H12 in total at a distorted geometry.

The geometry in XYZ format:
```
16
Properties=species:S:1:pos:R:3:forces:R:3
C 0.741532 -1.552615 1.379269 1.2 0.6 -0.8
C 1.446161 -1.830519 0.042585 0.5 -0.5 0.2
H 0.621841 -0.473016 1.421039 -0.8 0.1 0.1
H -0.182612 -2.113948 1.446203 -0.1 0.1 0.3
H 1.432300 -1.734830 2.204180 -0.2 -0.5 0.1
H 0.802014 -1.720021 -0.825712 -0.2 0.1 0.0
H 2.323110 -1.191167 -0.102298 -0.2 0.1 0.1
H 1.837029 -2.848898 0.008364 -0.1 -0.1 0.0
C -0.801697 2.340802 -0.899730 -0.1 0.4 -0.3
C -1.399918 0.996812 -0.488052 -0.4 0.1 0.3
H -1.592155 2.958460 -1.337126 0.1 0.1 0.2
H -0.369744 2.912914 -0.073695 0.0 -0.2 0.0
H -0.047461 2.273724 -1.689969 0.0 -0.3 0.2
H -1.841013 1.026619 0.511003 0.2 0.2 0.1
H -0.696353 0.163152 -0.485763 -0.1 0.1 -0.2
H -2.273034 0.792532 -1.110300 0.3 -0.4 -0.3
```
Positions in Å, forces in eV/Å.

Kohn-Sham gap = 12.830 eV
multiplicity = 1
SMILES = CC.CC
energy above the lowest of the compared OMol25 structures with the same formula, charge and spin = 4.7 kcal per mole
HOMO level = -0.430 Ha
lowest unoccupied orbital energy = 1.14 eV



# 4
The following is a DFT calculation (the ωB97M-V functional and the def2-TZVPD basis) of a structure of composition C12H22BF10N2O16S4Zr at a distorted geometry.

The geometry in XYZ format:
```
68
Properties=species:S:1:pos:R:3:forces:R:3
Zr -21.218630 0.951109 -1.061824 2.7 -4.6 -1.4
N -23.500190 2.930037 -0.846512 -4.2 0.9 2.0
S -24.106156 4.104393 -1.758751 3.1 2.8 -4.3
O -23.506095 5.373118 -1.419677 -0.7 -0.7 -0.2
O -25.476741 4.146572 -2.217173 0.8 -0.7 1.0
F -23.313014 3.643388 -3.056730 -0.1 0.0 -0.2
S -24.835011 3.228974 0.269118 0.7 -3.0 5.1
O -26.079698 2.562040 0.025246 0.5 0.8 -0.9
O -24.824674 4.495209 0.988824 0.1 -1.3 -1.7
F -24.275629 2.209855 1.429963 0.4 0.7 -0.8
N -17.190584 -2.702340 -4.460927 -2.0 -5.0 -1.0
S -17.444317 -2.791442 -6.025223 1.9 5.0 -3.8
O -18.796877 -2.883206 -6.553678 1.3 -0.9 0.6
O -16.328126 -3.288891 -6.831797 -1.5 -0.5 0.6
F -17.154426 -1.238109 -6.193617 -0.2 1.0 -0.4
S -17.766155 -4.367603 -4.377666 0.0 0.6 4.5
O -16.909538 -5.323621 -5.062461 -1.6 0.5 0.6
O -19.213812 -4.478908 -4.261980 2.1 -0.5 -0.8
F -17.319916 -4.522115 -2.829493 0.0 -0.3 -0.5
B -21.380078 -0.394257 -3.606962 0.4 0.1 1.1
H -21.508716 -0.812749 -4.593142 -0.8 -1.4 -3.5
H -20.334089 -0.151970 -3.500020 4.3 1.5 0.6
H -22.011240 0.465726 -3.444783 -3.0 4.5 1.0
H -21.570941 -1.091463 -2.805895 -1.1 -3.1 3.3
O -18.787892 -0.990462 -0.421037 -1.8 -0.1 1.7
C -19.006967 -1.825772 0.752707 -0.3 0.4 -2.1
C -20.449090 -2.473236 0.837668 0.3 3.8 -1.1
O -21.373186 -1.349722 0.752854 -0.3 0.6 -0.7
H -18.706285 -1.288786 1.652339 -0.4 0.2 0.5
H -18.315525 -2.661801 0.647501 0.4 -0.4 -0.1
H -20.653246 -3.019766 1.758379 0.2 -0.1 0.3
H -20.543269 -3.142095 -0.017821 -0.1 -0.1 -0.2
O -18.935127 3.148629 -2.109560 1.7 1.6 -1.3
C -17.986231 4.048104 -2.799796 -3.3 -2.6 1.9
C -16.699897 3.400121 -3.524757 2.6 -3.8 0.2
O -16.097495 2.148557 -3.112998 -1.8 3.9 -0.5
H -17.639958 4.784062 -2.074151 0.4 -0.2 0.2
H -18.540444 4.564326 -3.583677 0.1 0.1 -0.3
H -15.965371 4.204492 -3.564055 0.4 0.6 0.8
H -16.885311 3.307296 -4.594849 -1.2 -0.4 -0.3
C -27.759730 -7.143310 -7.226722 0.2 1.1 1.5
C -27.910294 -5.637467 -6.944415 0.1 0.6 -1.3
O -26.646038 -4.973946 -6.625216 0.6 -0.8 0.0
C -25.757442 -4.685432 -7.597673 -3.0 1.1 -2.0
O -26.056772 -4.600638 -8.776558 0.7 -0.7 1.3
C -24.406738 -4.228157 -7.101940 0.5 1.2 0.8
F -24.022203 -3.043138 -7.617025 -0.2 -1.0 -1.0
F -24.414481 -3.982597 -5.814288 -0.1 -0.7 1.3
F -23.556048 -5.207123 -7.380355 0.6 0.1 -0.2
H -27.077813 -7.302323 -8.062068 -0.4 -0.1 -0.1
H -28.765844 -7.547696 -7.337669 0.2 -0.2 -0.4
H -27.328839 -7.583526 -6.327479 0.1 -0.3 -0.1
H -28.600719 -5.313904 -6.165494 0.4 -0.6 0.5
H -28.364266 -5.190220 -7.828711 0.4 0.3 -0.3
C -26.013045 0.159152 -5.595775 -2.0 -1.7 -0.8
C -27.240779 -0.341579 -4.776966 1.3 1.0 0.5
O -26.961670 -1.534507 -4.101305 2.2 -2.4 2.6
C -26.045596 -1.555190 -3.053052 0.3 4.7 -0.5
O -25.369708 -0.576103 -2.649859 -2.8 -4.0 -1.7
C -25.991857 -2.904903 -2.338516 0.1 1.1 0.9
F -26.961141 -3.788277 -2.763225 1.8 0.7 0.7
F -24.730890 -3.307602 -2.491415 -1.0 -1.1 0.0
F -26.172793 -2.638541 -0.997152 -0.2 -0.9 -1.5
H -25.093841 0.161710 -5.009979 -0.2 0.8 -0.1
H -26.373311 0.979299 -6.216805 0.7 0.8 0.7
H -25.909879 -0.590712 -6.380099 0.5 -0.4 0.0
H -28.110126 -0.686112 -5.336984 0.0 0.9 -0.4
H -27.463472 0.359526 -3.972627 -0.5 0.5 -0.4
```
Positions in Å, forces in eV/Å.

Kohn-Sham gap = 3.222 eV
multiplicity = 1
total charge = -3
energy above the lowest of the compared OMol25 structures with the same formula, charge and spin = 318.8 kcal per mole
HOMO level = 0.013 Ha
lowest unoccupied orbital energy = 3.57 eV